DFT (ωB97M-V/def2-TZVPD) results for a cluster of 7 separate species, C18H51Cl2N2O9P2 in total.

```
84
Properties=species:S:1:pos:R:3:lowdin_charge:R:1
C -0.3039 4.4390 2.9717 -0.078
C -1.8012 4.7508 2.9450 -0.257
C -2.6485 3.9219 1.9760 -0.621
Cl -4.0615 4.9285 1.4788 0.653
C -3.1972 2.5795 2.5228 -0.351
C -2.4657 1.9618 3.7208 -0.590
Cl -3.5582 0.5904 4.3129 0.652
N -1.1623 1.5201 3.3993 -0.022
C -0.8782 1.3992 1.9786 -0.145
C -1.9812 0.7533 1.1511 -0.239
C -1.5537 0.7233 -0.3141 -0.169
C -1.0280 -0.6407 -0.7894 -0.160
C -0.0022 -1.3267 0.1247 -0.414
C -0.0292 -2.8354 -0.0970 -0.072
C 1.4228 -0.7671 -0.0939 -0.045
N -3.3234 1.4812 1.4718 -0.234
P -4.3337 1.9798 -0.0049 0.984
P -5.3002 0.0041 -0.1640 0.263
O -4.2793 -1.0213 -0.3592 -0.266
O -6.2306 -0.2056 1.1225 -0.155
O -6.3613 0.3008 -1.2960 -0.134
H -0.0489 3.6262 3.6485 0.069
H 0.0737 4.1897 1.9769 0.061
H 0.2349 5.3264 3.2994 0.085
H -1.9310 5.7845 2.6294 0.094
H -2.2385 4.6990 3.9447 0.114
H -2.0829 3.7444 1.0597 0.091
H -4.2200 2.7440 2.8554 0.113
H -2.4754 2.6618 4.5522 0.108
H -0.8947 0.7009 3.9288 0.125
H 0.0112 0.7854 1.8499 0.131
H -0.6144 2.3730 1.5629 0.084
H -2.1293 -0.2617 1.5201 0.145
H -2.3380 1.0364 -1.0048 0.057
H -0.7623 1.4706 -0.4331 0.099
H -1.8678 -1.3059 -0.9912 0.098
H -0.5367 -0.4524 -1.7471 0.122
H -0.2648 -1.1706 1.1782 0.105
H -1.0057 -3.2594 0.1485 0.083
H 0.7401 -3.3346 0.4880 0.053
H 0.1670 -3.0616 -1.1481 0.094
H 1.8030 -0.2509 0.7899 0.060
H 2.1198 -1.5806 -0.2953 0.067
H 1.4490 -0.0637 -0.9281 0.068
H -3.8840 0.7849 1.9692 0.045
H -5.3703 2.4820 0.8089 -0.059
H -5.9307 -0.9384 1.6846 0.101
H -7.2933 0.2122 -1.0468 0.105
C 2.2837 -6.0387 -1.0078 -0.143
O 2.5135 -4.7800 -0.3880 -0.148
H 1.2371 -6.2882 -0.8364 0.076
H 2.4754 -5.9940 -2.0810 0.059
H 2.9034 -6.8261 -0.5694 0.080
H 3.4346 -4.5374 -0.5493 0.040
C 3.7833 -6.6955 -4.9401 -0.159
O 4.0559 -5.6772 -3.9886 -0.136
H 3.6966 -7.6276 -4.3852 0.078
H 2.8441 -6.5212 -5.4722 0.077
H 4.5894 -6.8030 -5.6703 0.076
H 4.1373 -4.8359 -4.4473 0.077
C 1.4036 3.2265 -1.6399 -0.129
O 0.5283 3.4983 -0.5400 -0.150
H 2.0178 2.3783 -1.3448 0.074
H 0.8491 2.9805 -2.5455 0.066
H 2.0508 4.0780 -1.8507 0.083
H -0.0023 4.2660 -0.7775 0.077
C 5.5788 -2.5336 -0.7943 -0.136
O 5.2965 -3.8167 -1.3397 -0.129
H 4.6217 -2.0738 -0.5549 0.066
H 6.1689 -2.5980 0.1230 0.082
H 6.1019 -1.8946 -1.5098 0.079
H 6.1248 -4.2552 -1.5555 0.087
C 2.6560 -2.1596 3.0036 -0.148
O 3.4319 -1.0086 2.6843 -0.131
H 2.4650 -2.6906 2.0732 0.063
H 3.1927 -2.8265 3.6817 0.082
H 1.6970 -1.8870 3.4572 0.072
H 3.6181 -0.5447 3.5063 0.075
C -0.9092 4.7217 -4.6804 -0.157
O 0.4720 4.7239 -4.3495 -0.133
H -1.3544 3.8710 -4.1657 0.072
H -1.4138 5.6332 -4.3488 0.077
H -1.0751 4.5960 -5.7527 0.080
H 0.8922 5.4617 -4.8023 0.082
```

Properties
charge	+1
2S+1	1

***

DFT (ωB97M-V/def2-TZVPD) results for a cluster of 2 separate species, C4H10NO3 in total.

```
18
Properties=species:S:1:pos:R:3:nbo_charge:R:1
C -1.9232 0.3528 0.4945 -0.635
C -1.5227 -0.6844 -0.4748 -0.213
N -0.1005 -0.7550 -0.7158 -0.667
C 0.5807 0.5725 -1.1587 -0.332
C 1.0996 1.4807 -0.0834 0.751
O 1.7665 0.7884 0.7440 -0.848
O 0.9729 2.7055 -0.2971 -0.752
H -1.8777 1.3143 0.0593 0.213
H -1.2327 0.2325 1.3851 0.213
H -2.9096 0.2008 0.9673 0.184
H -2.1019 -1.5624 -0.1542 0.181
H -1.9595 -0.4578 -1.5444 0.145
H 0.2363 -1.2919 0.1287 0.373
H -0.1307 1.0794 -1.7266 0.188
H 1.4941 0.2052 -1.5307 0.207
H 2.2827 -0.8051 1.7637 0.518
H 2.7658 -1.6091 0.5686 0.469
O 2.5600 -1.7664 1.5745 -0.997
```

Properties
charge	-1
ΔE to the lowest compared entry with this formula, charge and spin	49.3	kcal per mole
2S+1	1

***

Number 1: HOMO-LUMO gap 8.60 eV. Number 2: HOMO-LUMO gap 8.01 eV.